No. 1
Density functional theory data (ωB97M-V with the def2-TZVPD basis set) for a 2-piece molecular cluster, C6H9N overall.

Each line ends with the Mulliken charge.
Atoms and positions in Å:
C 1.86484 -0.46111 0.39146  0.351
C -1.11717 1.15053 -0.23575  -0.511
C -1.96354 0.86247 0.96858  -0.309
C -1.72021 -0.15582 0.19868  0.294
C 3.04339 0.30195 0.08578  -0.864
C -1.93802 -1.55382 -0.17954  -0.952
N 0.93573 -1.07691 0.64459  -0.348
H -1.53534 1.69616 -1.07694  0.240
H -0.05034 1.31874 -0.11363  -0.014
H -2.39600 1.29501 1.83619  0.404
H 2.77879 1.21623 -0.43604  0.286
H 3.70872 -0.29474 -0.53372  0.287
H 3.55504 0.56466 1.01062  0.271
H -2.44654 -1.60930 -1.14299  0.284
H -2.54586 -2.05468 0.57374  0.242
H -0.98218 -2.06668 -0.26678  0.339

Forces on atoms 1 to 2 (eV/Å):
C -0.16 -0.14 0.09
C -0.01 0.04 -0.02

Calculated values
frontier orbital gap: 9.422 eV
strongest force on any atom: 1.17 eV/Å
relative energy (zero: lowest compared OMol25 entry of this formula, charge and spin): 300.4 kJ/mol

***

No. 2
Density functional theory data (ωB97M-V with the def2-TZVPD basis set) for C7H10O2P2 as an isolated structure.

Each line ends with the Mulliken charge.
Atoms and positions in Å:
C -3.19005 0.26063 0.32909  -0.456
C -2.77480 -1.00199 -0.11070  -0.508
C -2.33680 1.14316 0.85434  -0.408
C -1.43670 -1.30652 -0.07530  -0.548
C -0.90944 0.87157 0.86267  -0.234
C -0.51774 -0.33205 0.31061  0.547
C 1.20646 -0.70888 -1.76409  -1.000
O 1.87977 0.64846 0.67431  -0.132
O 4.21151 -0.20810 0.04687  -0.611
P 3.48088 0.83070 0.79625  0.410
P 1.21901 -0.82796 0.10862  0.047
H -4.23103 0.34800 0.26268  0.391
H -3.58116 -1.69351 -0.36243  0.338
H -2.73063 2.11202 1.22012  0.301
H -1.02227 -2.26283 -0.43963  0.299
H -0.20561 1.63032 1.10158  0.453
H 0.81896 -1.64584 -2.11762  0.370
H 0.57481 0.14662 -2.09732  0.317
H 2.33373 -0.73328 -1.92133  0.310
H 3.53536 0.72276 2.18286  0.061
H 3.67573 2.00674 0.13843  0.055

Forces on atoms 1 to 2 (eV/Å):
C -0.27 -2.26 -0.55
C -0.06 -0.15 0.36

Calculated values
frontier orbital gap: 9.466 eV
strongest force on any atom: 3.34 eV/Å

***

No. 3
Density functional theory data (ωB97M-V with the def2-TZVPD basis set) for a 2-piece molecular cluster, C5H14 overall.

Each line ends with the Mulliken charge.
Atoms and positions in Å:
C 2.27504 1.21520 -0.71757  -0.257
C 1.36989 2.16368 -1.48864  -1.170
C 1.58911 -0.12519 -0.43723  -0.926
H 3.28696 1.12378 -1.14379  0.330
H 2.61811 1.64639 0.22859  0.255
H 0.50063 2.41181 -0.87391  0.301
H 1.52775 -0.42388 0.61842  0.300
H 0.94694 1.61118 -2.33477  0.320
H 1.93521 3.02462 -1.84514  0.339
H 0.55019 -0.19087 -0.76509  0.180
H 2.04254 -0.98100 -0.94130  0.324
C -1.79644 -1.49494 0.70240  -0.683
C -2.90502 -1.35986 1.72343  -0.933
H -0.82914 -1.49772 1.21260  0.226
H -1.95187 -2.32109 0.01425  0.313
H -1.72949 -0.62087 0.04407  0.224
H -3.89514 -1.40989 1.28218  0.301
H -2.71961 -0.50759 2.37165  0.303
H -2.81566 -2.26376 2.34986  0.253

Forces on atoms 1 to 2 (eV/Å):
C 0.71 -0.05 0.83
C 0.11 -0.67 -0.08

Calculated values
frontier orbital gap: 12.092 eV
strongest force on any atom: 1.49 eV/Å
relative energy (zero: lowest compared OMol25 entry of this formula, charge and spin): 43.5 kJ/mol

***

No. 4
Density functional theory data (ωB97M-V with the def2-TZVPD basis set) for a 3-piece molecular cluster, C17H25BrN3 overall.

Each line ends with the Mulliken charge.
Atoms and positions in Å:
C 2.86085 -0.86084 -0.58879  -0.826
C 2.62299 0.64379 -0.57226  -0.719
C 1.26203 1.05300 -0.02618  -0.350
Br 1.15177 0.92028 1.88892  -0.001
N 0.14481 0.28186 -0.66474  0.083
C -0.31782 -1.03645 -0.09758  -0.762
C -1.51755 -1.31741 -0.98135  -0.756
C -2.27390 0.01466 -0.80552  -0.532
C -1.15237 1.05375 -0.90732  -0.579
H 2.52693 -1.34714 0.32146  0.140
H 3.91036 -1.10521 -0.71012  0.435
H 2.34113 -1.32023 -1.43248  0.298
H 2.69440 1.04422 -1.58599  0.369
H 3.36579 1.14956 0.03625  0.383
H 1.07708 2.09652 -0.25965  0.523
H 0.48673 0.05471 -1.59806  0.422
H -0.66357 -0.81421 0.90732  0.485
H 0.45891 -1.79019 -0.05456  0.320
H -1.20930 -1.41307 -2.02279  0.303
H -2.05264 -2.19021 -0.63011  0.383
H -2.65225 -0.00175 0.21287  0.280
H -3.04747 0.22278 -1.53200  0.373
H -1.26805 1.90194 -0.23998  0.484
H -1.06761 1.43048 -1.92416  0.263
N -3.38394 3.92371 0.10263  -0.496
C -3.10742 5.21568 0.27236  -0.165
C -3.53548 6.21185 -0.59237  -0.423
C -4.28928 5.85064 -1.69690  -0.158
C -4.58677 4.51061 -1.88831  -0.551
C -4.11523 3.59638 -0.96072  -0.089
H -2.52003 5.46232 1.14956  0.379
H -3.28471 7.24535 -0.39939  0.361
H -4.64228 6.59929 -2.39349  0.386
H -5.17583 4.18124 -2.73288  0.361
H -4.33955 2.53934 -1.06770  0.404
N 2.79314 -3.59120 1.33066  -0.197
C 3.05257 -3.55498 2.63746  -0.047
C 3.41585 -4.66761 3.37857  -0.736
C 3.51441 -5.88787 2.73033  -0.141
C 3.24850 -5.94316 1.37185  -0.683
C 2.89417 -4.77248 0.72153  -0.094
H 2.96725 -2.58262 3.11113  0.378
H 3.61732 -4.57702 4.43657  0.366
H 3.79561 -6.77991 3.27383  0.386
H 3.31553 -6.87302 0.82499  0.366
H 2.68493 -4.77739 -0.34292  0.371

Forces on atoms 1 to 2 (eV/Å):
C -0.10 0.06 -0.12
C -0.20 -0.31 0.04

Calculated values
frontier orbital gap: 9.459 eV
strongest force on any atom: 0.82 eV/Å
net charge: +1
relative energy (zero: lowest compared OMol25 entry of this formula, charge and spin): 0.0 kJ/mol

***

Results for E_LUMO: 0.030 0.031 0.041 -0.093 (in Eh, following the order of the records).
Results for HOMO level: -8.6 -8.6 -11.0 -12.0 (in eV, following the order of the records).